Record 1
{"formula": "C6H12O2", "method": "the ωB97M-V functional and the def2-TZVPD basis", "smiles": "C=C/C=C/C=C.O.O", "homo_ev": -8.40, "multiplicity": 1, "molar_mass_g_mol": 116.2, "species": ["C", "C", "C", "C", "C", "C", "H", "H", "H", "H", "H", "H", "H", "H", "H", "H", "O", "H", "H", "O"], "xyz": [[0.94299, -0.15539, 1.96723], [1.03406, -1.40376, 1.68988], [1.38343, 1.82207, 0.53803], [0.71445, 0.69997, 0.80118], [0.33161, 2.53974, -1.63352], [1.21862, 2.70918, -0.63685], [1.00632, 0.09248, 3.01349], [1.41058, -2.29389, 2.21428], [1.10520, -1.79194, 0.65699], [2.22627, 2.05059, 1.04976], [-0.12205, 0.51849, 0.21034], [-0.25610, 1.59489, -1.80820], [0.01154, 3.21648, -2.41157], [1.96176, 3.50082, -0.73835], [-0.50279, -2.98665, -2.43242], [-1.82879, -2.28021, -2.79923], [-1.24554, -2.41242, -2.10173], [-2.78394, -1.39528, 1.37432], [-3.23627, -2.47355, 0.32283], [-3.37135, -1.55161, 0.72355]], "forces_ev_per_a": [[-0.37, 1.00, 0.26], [1.85, -5.11, -1.95], [-1.27, -0.74, -2.40], [0.53, 2.35, 1.38], [-0.83, -1.48, -0.06], [-0.63, -0.40, -0.94], [0.09, 0.95, 0.05], [-0.63, 0.91, 1.23], [-0.71, 0.90, 0.00], [2.36, 0.68, 2.09], [-1.35, -0.80, -1.00], [0.50, 0.84, 1.00], [0.94, 0.59, -0.05], [-0.52, 0.29, 0.38], [-1.32, 0.96, 0.36], [-1.51, 0.28, -2.06], [2.83, -1.25, 1.73], [3.30, 0.39, 3.30], [0.08, 2.25, 1.19], [-3.32, -2.60, -4.52]]}

Record 2
{"formula": "C6H12O2S", "method": "the ωB97M-V functional and the def2-TZVPD basis", "homo_ev": [-8.22, -8.22], "multiplicity": 1, "molar_mass_g_mol": 148.2, "species": ["C", "C", "C", "C", "C", "C", "O", "O", "S", "H", "H", "H", "H", "H", "H", "H", "H", "H", "H", "H", "H"], "xyz": [[0.85215, -1.78148, 1.01751], [-0.44970, -1.16856, 1.04204], [0.96708, -3.26757, 1.41317], [0.68970, 1.29501, -1.34213], [-1.50208, 2.65379, -1.16146], [-0.71144, 1.37531, -0.87201], [0.56725, 1.77786, 1.39269], [0.06869, -1.59456, -0.19350], [-0.72542, 1.25833, 0.98344], [1.82012, -1.43178, 1.03764], [-1.27423, -1.68465, 1.41210], [1.92977, -3.40236, 1.77284], [0.88499, -3.88430, 0.46450], [0.14259, -3.52309, 2.09344], [1.28616, 2.09510, -0.66029], [1.28372, 0.41426, -1.10491], [0.67359, 1.62452, -2.32667], [-1.06711, 3.52748, -0.70215], [-2.60292, 2.49459, -0.86813], [-1.42736, 2.75197, -2.23213], [-1.40556, 0.47012, -1.16598]], "forces_ev_per_a": [[-1.40, -2.92, -0.26], [1.25, 3.77, -1.50], [-2.29, 0.43, -1.98], [1.87, 2.25, 3.29], [-1.01, -1.14, -0.13], [-2.60, -2.49, 1.49], [1.31, 0.79, 0.88], [-0.19, 0.05, 0.45], [-0.66, -3.37, -0.39], [1.57, 2.23, -0.09], [-1.57, -0.61, 0.68], [1.60, -0.66, 1.25], [-0.07, 0.66, 1.09], [0.59, -0.32, -0.04], [-1.28, -1.38, -1.84], [-0.67, -0.36, -0.53], [0.66, 0.29, -2.00], [0.02, 0.29, 0.27], [1.71, 0.51, -0.40], [-0.35, 0.46, -0.54], [1.51, 1.50, 0.28]]}

Record 3
{"formula": "C6H12O2S", "method": "the ωB97M-V functional and the def2-TZVPD basis", "homo_ev": -9.43, "multiplicity": 1, "molar_mass_g_mol": 148.2, "species": ["C", "C", "C", "C", "C", "C", "O", "O", "S", "H", "H", "H", "H", "H", "H", "H", "H", "H", "H", "H", "H"], "xyz": [[-0.21587, 0.45146, -1.59223], [-0.75543, 0.28221, 0.42776], [-1.18564, -0.25508, -2.39071], [0.21269, -1.65551, 1.64548], [1.81033, 0.23713, 1.06886], [0.33121, -0.13725, 1.44939], [0.47632, 2.59974, -0.38590], [-1.96357, 2.36848, -0.82303], [-0.68086, 1.79504, -0.61194], [0.81622, 0.40043, -1.98214], [-1.58894, -0.35421, 0.27086], [-0.98051, -0.19267, -3.44647], [-2.23994, 0.15106, -2.26249], [-1.18071, -1.30760, -2.06303], [0.54944, -2.26071, 0.87167], [-0.77248, -1.87009, 1.93484], [0.80187, -1.94574, 2.38670], [2.34458, 0.40419, 2.02300], [1.92737, 1.20228, 0.70432], [2.16916, -0.37667, 0.33919], [0.12475, 0.46349, 2.43589]], "forces_ev_per_a": [[0.49, 1.00, 2.00], [3.32, 2.06, -2.47], [-2.79, -0.91, 0.00], [-1.54, 2.83, -0.94], [-2.13, 1.22, 3.26], [0.08, 1.28, -0.11], [0.17, 0.59, 0.54], [-0.72, 0.28, -0.35], [0.58, -2.66, 0.83], [-0.35, 0.20, 1.02], [-0.97, -0.15, 0.05], [0.24, -0.08, -0.42], [1.21, -0.51, 0.00], [-0.21, 0.15, -0.55], [0.20, -0.66, -2.15], [-1.49, -0.67, 0.18], [2.61, -1.06, 3.71], [0.32, -1.29, -0.48], [-0.48, 1.89, -1.05], [1.43, -2.17, -1.44], [0.03, -1.34, -1.63]]}

ΔE to the lowest compared entry with this formula, charge and spin values (in kJ/mol) by entry order: 407.4 514.2 451.5.